The following is a DFT calculation (ωB97M-V/def2-TZVPD) of a structure of composition C5H13N2S in a non-equilibrium geometry.

CARTESIAN COORDINATES (ANGSTROEM)
C: 2.5763 -0.3306 0.2876
C: 2.5212 1.0836 0.9081
C: 1.5884 0.2088 -0.6822
C: -3.1573 0.0934 0.3673
C: -1.7078 0.4313 0.0198
N: -0.9810 -0.6840 -0.5308
N: 1.5559 1.3907 -0.1311
S: -0.9222 -2.0388 0.3156
H: 3.5314 -0.6100 -0.1562
H: 2.2335 -1.1433 0.9232
H: 2.1287 1.1580 1.9222
H: 3.4391 1.6665 0.8264
H: 1.0843 -0.1350 -1.5670
H: -3.7090 1.0011 0.5927
H: -3.6371 -0.4045 -0.4732
H: -3.1953 -0.5637 1.2377
H: -1.6886 1.1936 -0.7650
H: -1.2073 0.8420 0.9119
H: -0.1209 -2.7032 -0.5684
H: 1.0555 2.2394 -0.3603
H: -2.0111 -2.8120 -0.1086

Computed properties:
* F_max: 1.1 eV/A
* HOMO energy: -11.8 eV
* energy relative to the best compared isomer or geometry (same formula, charge and spin): 382.13 kJ/mol
* LUMO: -0.148 Ha
* DFT total energy: -705.620413 a.u.
* Kohn-Sham gap: 7.741 eV
* net charge: +1


The following is a DFT calculation (ωB97M-V/def2-TZVPD) of the molecule C5H10O2.

CARTESIAN COORDINATES (ANGSTROEM)
C: -1.1118 2.0844 -0.4507
O: -0.8158 0.7096 -0.4203
C: 0.4056 0.4137 0.1911
C: 0.3693 -0.1467 1.6234
O: 0.9854 -1.3710 1.2027
C: 0.9760 -0.9670 -0.1812
C: 0.1086 -1.8550 -1.0448
H: -1.2307 2.5072 0.5577
H: -0.3229 2.6428 -0.9764
H: -2.0513 2.1993 -0.9956
H: 1.1172 1.2392 0.0521
H: -0.6474 -0.2993 2.0082
H: 0.9737 0.3778 2.3737
H: 2.0002 -0.9271 -0.5765
H: 0.1369 -1.5230 -2.0877
H: 0.4803 -2.8828 -0.9932
H: -0.9293 -1.8336 -0.7056

Computed properties:
* F_max: 0.4 eV/A
* HOMO energy: -9.6 eV
* energy relative to the best compared isomer or geometry (same formula, charge and spin): 242.58 kJ/mol
* LUMO: 0.037 Ha
* SMILES: CO[C@H]1CO[C@H]1C
* DFT total energy: -346.933040 a.u.
* Kohn-Sham gap: 10.654 eV


The following is a DFT calculation (ωB97M-V/def2-TZVPD) of a cluster of 2 separate species, C7H10ClNS2 in total in a non-equilibrium geometry.

CARTESIAN COORDINATES (ANGSTROEM)
C: -0.6975 -0.2755 0.4641
C: 0.0884 0.7971 0.1687
C: -1.2453 -1.0759 -0.6005
C: 0.4273 1.3069 -1.2048
C: -0.5804 -0.7576 -1.9450
C: -0.4329 0.7162 -2.2048
C: 0.1118 0.3361 2.7452
N: 2.0521 -1.2035 2.7788
S: -1.0534 -0.7941 2.0910
S: 0.5739 1.6035 1.6152
Cl: -0.1502 0.8178 4.3654
H: -0.8421 -2.0059 -0.4247
H: -2.3943 -1.1537 -0.5606
H: 0.6980 2.3786 -1.2667
H: 1.5029 0.9346 -1.2777
H: 0.3980 -1.2596 -2.0893
H: -1.2310 -1.1305 -2.6958
H: -1.4598 1.2578 -1.9782
H: -0.2265 0.8998 -3.2221
H: 2.0955 -0.8383 1.7715
H: 2.3656 -0.5540 3.4703

Computed properties:
* F_max: 4.8 eV/A
* HOMO energy (alpha / beta): -7.3 / -7.2 eV
* energy relative to the best compared isomer or geometry (same formula, charge and spin): 277.64 kJ/mol
* LUMO (alpha / beta): -0.019 / -0.018 Ha
* DFT total energy: -1583.890440 a.u.
* Kohn-Sham gap (alpha / beta): 6.754 / 6.734 eV


The following is a DFT calculation (ωB97M-V/def2-TZVPD) of a structure of composition C3H12O3 in a non-equilibrium geometry.

CARTESIAN COORDINATES (ANGSTROEM)
C: 1.9779 0.3176 0.8146
C: 1.7683 0.0487 -0.6756
C: 0.8637 -1.0551 -0.9888
H: 1.3186 -0.3530 1.3419
H: 1.6111 1.3148 1.0810
H: 3.0356 0.2313 1.0766
H: 2.4966 0.4289 -1.3853
H: 0.7069 -1.4169 -1.9986
H: 0.3824 -1.6469 -0.2183
H: -3.3552 -0.7992 -0.8756
H: -1.9774 -0.0714 -0.5590
O: -2.5107 -0.9359 -0.4652
H: -1.1489 0.6247 1.0837
H: -1.9039 -0.4377 1.8730
O: -1.2285 0.2424 2.0054
H: 0.4639 0.2774 -0.9374
H: -1.5196 2.0026 -0.6720
O: -0.9807 1.2275 -0.5004

Computed properties:
* F_max: 1.4 eV/A
* HOMO energy (alpha / beta): -1.2 / -4.6 eV
* energy relative to the best compared isomer or geometry (same formula, charge and spin): 137.26 kJ/mol
* LUMO (alpha / beta): 0.150 / 0.149 Ha
* DFT total energy: -347.122383 a.u.
* multiplicity: 2
* Kohn-Sham gap (alpha / beta): 5.263 / 8.676 eV
* net charge: -1


The following is a DFT calculation (ωB97M-V/def2-TZVPD) of a cluster of 2 separate species, C3H10NOS in total in a non-equilibrium geometry.

CARTESIAN COORDINATES (ANGSTROEM)
C: -0.7700 1.0427 1.6580
C: 0.3558 -0.2942 -2.5638
C: 0.9439 0.6986 0.0061
N: -0.2983 0.5999 0.3870
O: 0.5413 -1.9635 0.2086
S: 1.5782 0.5277 -1.5725
H: -1.8591 1.1222 1.7556
H: -0.4918 0.1620 2.3646
H: -0.5096 2.0143 2.0674
H: 0.3507 -1.2521 -2.2463
H: 0.4701 -0.0346 -3.5516
H: -0.7297 0.1410 -2.3486
H: 1.6943 1.0110 0.6911
H: -0.9993 0.1438 -0.1578
H: 1.3976 -2.1165 0.5523
H: 0.0491 -1.8381 1.0269

Computed properties:
* F_max: 5.8 eV/A
* HOMO energy: -14.3 eV
* energy relative to the best compared isomer or geometry (same formula, charge and spin): 128.89 kJ/mol
* LUMO: -0.168 Ha
* DFT total energy: -648.189032 a.u.
* Kohn-Sham gap: 9.742 eV
* net charge: +1


The following is a DFT calculation (ωB97M-V/def2-TZVPD) of the molecule C4H4FNS2 in a non-equilibrium geometry.

CARTESIAN COORDINATES (ANGSTROEM)
N: 2.1853 2.1383 -0.2557
C: 1.8436 1.0649 -0.2622
C: 1.4956 -0.3719 -0.2265
S: 2.5726 -1.4495 0.2826
C: 0.0378 -0.5941 -0.5227
F: -0.2719 -1.9259 -0.6208
C: -0.8788 -0.0336 0.5243
S: -2.5672 -0.2097 0.0052
H: -0.1492 -0.1949 -1.4987
H: -0.6928 1.0540 0.5631
H: -0.6560 -0.4525 1.5018
H: -2.9188 0.9747 0.5095

Computed properties:
* F_max: 3.9 eV/A
* HOMO energy: -9.7 eV
* energy relative to the best compared isomer or geometry (same formula, charge and spin): 108.65 kJ/mol
* LUMO: -0.063 Ha
* SMILES: N#CC(=S)[C@@H](F)CS
* DFT total energy: -1105.761110 a.u.
* Kohn-Sham gap: 7.989 eV